A structure of composition C43H52AsBN7O7PbS at a distorted geometry. Source: the OMol25 dataset; level of theory: ωB97M-V/def2-TZVPD.

Geometry as XYZ:
```
113
Properties=species:S:1:pos:R:3:forces:R:3
Pb -0.588 -0.872 -1.111 -0.5 0.1 0.0
C -4.702 2.858 -3.748 -0.5 -0.4 0.4
C -3.503 2.706 -3.056 -0.4 0.0 -0.1
C -3.442 1.853 -1.968 -0.3 -0.1 -0.4
C -4.580 1.148 -1.569 0.2 0.1 0.0
C -5.790 1.318 -2.225 -0.5 0.0 -0.3
C -5.854 2.166 -3.337 0.8 -0.1 0.1
N -4.521 0.201 -0.493 1.0 -0.2 0.0
N -3.364 -0.258 -0.375 -0.9 -0.2 0.5
C -3.137 -1.234 0.657 0.4 0.2 -0.1
C -3.841 -1.361 1.855 -0.4 0.5 -0.5
C -3.496 -2.360 2.726 0.0 -0.2 0.5
C -2.413 -3.191 2.451 0.0 -0.1 0.6
C -1.636 -2.977 1.333 -0.1 0.1 -0.3
C -2.001 -2.001 0.398 0.5 0.0 -0.1
H -4.755 3.516 -4.599 0.0 0.1 -0.2
H -2.621 3.242 -3.383 0.0 0.0 0.0
H -2.508 1.665 -1.478 0.2 0.0 0.2
H -6.682 0.766 -1.899 0.5 0.2 -0.1
H -6.768 2.239 -3.911 0.0 0.1 0.1
H -4.638 -0.687 2.138 -0.1 0.1 -0.3
H -4.073 -2.443 3.647 0.3 -0.2 -0.2
H -2.119 -3.957 3.163 -0.1 0.0 0.0
H -0.725 -3.562 1.246 0.0 0.0 -0.3
O 1.428 1.682 -0.213 -0.4 1.0 -0.4
C 1.044 2.962 -0.397 0.3 -1.1 0.2
C -0.183 3.398 -0.035 -0.1 -0.3 -0.2
C -0.428 4.799 -0.141 -0.3 0.7 0.2
C -1.469 5.358 0.503 -0.4 -1.5 0.1
C -2.400 4.526 1.251 0.2 0.3 -0.2
C -2.301 3.182 1.250 -0.1 -0.2 0.0
C -1.220 2.508 0.537 0.3 0.0 0.3
O -1.147 1.283 0.446 -0.3 0.3 0.2
N -1.742 6.766 0.346 -0.2 0.8 -0.1
O -2.594 7.286 1.041 0.0 -0.4 0.2
O -1.110 7.353 -0.506 0.3 0.2 -0.2
H 1.786 3.644 -0.808 0.0 -0.1 0.1
H 0.218 5.439 -0.714 0.3 0.1 -0.1
H -3.188 5.035 1.784 -0.1 0.0 0.0
H -3.024 2.538 1.758 0.2 0.3 -0.1
C 5.638 2.187 1.235 0.1 0.0 -0.4
C 5.053 1.560 -0.019 -0.7 -0.9 -0.3
C 5.919 1.792 -1.250 0.5 -0.5 0.8
O 3.775 2.234 -0.239 0.2 0.6 -0.2
B 2.768 1.349 -0.164 0.5 -0.9 0.1
O 3.140 0.044 0.026 -0.2 0.4 0.0
C 4.589 0.011 0.141 0.4 0.4 0.3
C 4.942 -0.566 1.517 0.1 0.1 -1.0
C 5.114 -0.905 -0.955 -0.4 0.2 0.2
H 5.829 3.244 1.012 -0.1 -0.2 0.2
H 6.588 1.723 1.506 -0.1 0.0 0.1
H 4.919 2.092 2.053 0.2 0.2 0.0
H 6.116 2.843 -1.321 0.0 0.7 -0.3
H 5.466 1.413 -2.157 -0.1 0.1 -0.1
H 6.900 1.314 -1.107 -0.3 0.0 -0.1
H 4.499 0.002 2.315 -0.2 0.1 0.4
H 6.024 -0.536 1.619 0.1 -0.2 0.2
H 4.595 -1.596 1.534 0.0 -0.1 0.2
H 4.785 -0.560 -1.933 0.2 0.0 -0.1
H 4.682 -1.891 -0.811 0.0 -0.2 0.1
H 6.198 -0.973 -0.903 0.1 0.0 -0.2
C -2.643 0.795 -5.975 0.4 0.7 -0.8
N -2.963 -0.183 -4.983 -0.7 -0.7 0.6
C -4.035 -1.020 -5.111 0.1 0.7 -0.5
C -4.266 -2.020 -4.245 -0.1 0.0 -0.1
C -3.347 -2.159 -3.155 -0.2 0.4 -0.3
N -2.336 -1.321 -2.996 0.2 0.1 -0.3
C -2.104 -0.313 -3.915 -0.1 -0.8 0.7
O -1.144 0.415 -3.782 0.6 0.6 -0.1
N -3.517 -3.131 -2.272 -0.3 -0.4 0.0
H -3.542 1.034 -6.553 0.3 -0.1 0.0
H -1.838 0.405 -6.613 -0.3 0.2 -0.1
H -2.255 1.698 -5.501 -0.2 -0.1 0.0
H -4.673 -0.770 -5.966 0.1 -0.4 0.4
H -5.125 -2.667 -4.357 0.1 0.0 0.0
H -4.306 -3.749 -2.341 0.0 0.0 0.0
H -2.981 -3.124 -1.427 0.3 0.0 0.5
C -1.548 0.664 5.130 0.6 -0.1 -0.1
C -0.484 -0.451 4.987 0.1 0.2 -0.5
As 0.316 -0.414 3.159 0.0 0.3 0.2
C 1.786 -1.758 3.267 -0.9 -0.4 0.6
C 2.401 -2.091 4.630 -0.7 -0.5 0.1
C 1.331 1.281 3.330 -0.1 -0.5 -0.1
C 2.215 1.493 4.537 0.0 0.3 0.2
H -1.942 0.730 6.146 0.1 0.0 0.0
H -2.391 0.436 4.486 -0.2 0.1 -0.2
H -1.153 1.665 4.858 -0.2 -0.6 0.1
H -0.914 -1.451 5.036 -0.3 0.0 0.3
H 0.297 -0.394 5.746 -0.1 0.1 0.0
H 2.498 -1.434 2.532 0.5 0.2 -0.4
H 1.280 -2.647 2.864 0.3 0.0 0.0
H 2.708 -1.201 5.154 0.1 0.3 0.2
H 3.284 -2.740 4.561 -0.3 0.0 -0.1
H 1.637 -2.606 5.263 0.7 0.3 -0.4
H 0.572 2.050 3.279 -0.3 0.3 -0.1
H 1.892 1.343 2.402 0.2 0.1 -0.2
H 1.653 1.318 5.456 0.0 0.1 0.1
H 2.598 2.526 4.569 -0.1 -0.3 0.0
H 3.060 0.811 4.552 0.2 0.0 -0.1
S 0.956 -4.928 -3.882 0.3 -0.5 0.2
C 0.104 -3.537 -3.405 0.3 0.5 0.4
N 0.400 -3.045 -2.241 -0.3 0.0 -0.2
C 1.372 -3.803 -1.611 0.0 -0.2 -0.2
C 1.908 -3.511 -0.357 -0.1 -0.5 -0.2
C 2.832 -4.405 0.141 0.2 0.0 0.1
C 3.247 -5.538 -0.588 -0.4 0.2 -0.2
C 2.741 -5.811 -1.856 0.1 0.3 0.7
C 1.793 -4.931 -2.349 -0.4 0.8 -0.1
H -0.581 -3.051 -4.074 -0.3 0.0 -0.1
H 1.555 -2.661 0.215 0.2 0.0 0.0
H 3.235 -4.227 1.134 0.0 -0.1 -0.1
H 3.929 -6.219 -0.112 0.2 -0.1 -0.1
H 3.038 -6.666 -2.434 0.2 -0.3 0.0
```
Positions in Å, forces in eV/Å.

Total charge ... +1
Lowest unoccupied orbital energy ... -3.26 eV
Gap between HOMO and LUMO ... 0.2504 hartree
Energy relative to the best compared isomer or geometry (same formula, charge and spin) ... 0.000 eV



A structure of composition C5H8O at a distorted geometry. Source: the OMol25 dataset; level of theory: ωB97M-V/def2-TZVPD.

Geometry as XYZ:
```
14
Properties=species:S:1:pos:R:3:forces:R:3
C 1.281 0.570 1.204 -0.3 0.4 0.0
C 0.011 0.379 0.393 -0.5 0.7 -0.1
C -0.857 -0.645 -1.226 -0.2 0.0 -0.6
C -0.776 -0.916 0.298 0.0 0.1 -0.1
C -0.083 0.707 -1.014 0.9 -0.9 -0.9
O 0.413 1.596 -1.683 -0.3 -0.5 -0.3
H 1.253 0.154 2.218 -0.3 0.3 -0.2
H 2.097 0.040 0.670 -0.5 0.2 0.0
H 1.578 1.615 1.220 0.0 0.1 0.2
H -1.825 -0.661 -1.717 0.0 0.0 -0.2
H -0.130 -1.266 -1.754 -0.3 -0.1 -0.1
H -0.210 -1.813 0.583 0.0 0.3 -0.2
H -1.706 -0.920 0.877 0.1 -0.1 -0.3
H -1.047 1.158 -0.071 1.2 -0.3 2.7
```
Positions in Å, forces in eV/Å.

Lowest unoccupied orbital energy ... 0.88 eV
Gap between HOMO and LUMO ... 0.3564 hartree
Energy relative to the best compared isomer or geometry (same formula, charge and spin) ... 3.138 eV



A cluster of 2 separate species, C4H10N2 in total at a distorted geometry. Source: the OMol25 dataset; level of theory: ωB97M-V/def2-TZVPD.

Geometry as XYZ:
```
16
Properties=species:S:1:pos:R:3:forces:R:3
H 3.963 -2.409 0.115 -0.4 -0.5 0.3
N 3.281 -1.767 0.530 1.6 0.9 -1.5
C 3.119 -0.843 -0.365 -2.2 -1.2 1.5
N 2.418 0.274 0.052 -0.4 0.4 0.4
H 3.248 -0.992 -1.434 0.6 0.4 0.0
H 2.168 0.127 1.025 0.3 0.1 0.1
H 1.562 0.569 -0.400 0.4 -0.1 -0.7
C -1.863 -0.372 1.044 0.3 -0.6 -0.7
C -1.816 0.213 -0.159 -0.8 0.2 1.3
C -2.596 1.452 -0.508 -0.2 -0.3 -1.6
H -1.233 -1.210 1.319 0.1 -0.1 -0.4
H -2.583 -0.173 1.825 0.0 0.8 -0.1
H -1.241 -0.178 -0.996 0.4 0.0 0.4
H -2.926 1.322 -1.552 0.3 0.3 0.1
H -1.962 2.345 -0.479 -0.1 -0.1 0.1
H -3.538 1.642 -0.016 0.1 -0.1 0.9
```
Positions in Å, forces in eV/Å.

Structure (SMILES) ... [H]/N=C/N.C=CC
Lowest unoccupied orbital energy ... 0.95 eV
Gap between HOMO and LUMO ... 0.3844 hartree
Energy relative to the best compared isomer or geometry (same formula, charge and spin) ... 1.735 eV



The lowest lowest unoccupied orbital energy belongs to which entry? C43H52AsBN7O7PbS



What is the energy relative to the best compared isomer or geometry (same formula, charge and spin) in the third record? 1.735 eV